This record from OMol25 describes a cluster of 2 separate species, C7H10NPS in total. The level of theory is ωB97M-V/def2-TZVPD.

strongest force on any atom: 0.9 eV/A
E_tot: -1066.9307 Eh
energy above the lowest of the compared OMol25 structures with the same formula, charge and spin: 62.6 kJ/mol

Each line ends with the Löwdin charge.
CARTESIAN COORDINATES (ANGSTROEM)
1 C -2.233 2.499 -1.065  -0.07
2 C -1.049 2.111 -0.468  -0.12
3 C -3.426 2.204 -0.418  -0.15
4 C -2.356 1.181 1.304  -0.18
5 C -1.091 1.415 0.746  -0.50
6 C 3.001 -1.964 -1.757  -0.55
7 C -0.007 -0.601 2.372  -0.40
8 N -3.478 1.569 0.743  0.06
9 P 0.447 0.999 1.577  0.90
10 S 1.812 -0.735 -1.137  0.49
11 H -2.233 3.011 -2.014  0.10
12 H -0.097 2.310 -0.937  0.09
13 H -4.383 2.488 -0.835  0.10
14 H -2.460 0.683 2.259  0.10
15 H 3.885 -1.963 -1.127  0.02
16 H 3.254 -1.699 -2.779  0.01
17 H 2.522 -2.942 -1.738  0.01
18 H 0.893 -1.210 2.420  0.01
19 H -0.352 -0.430 3.392  0.02
20 H -0.768 -1.128 1.802  0.03